Record 1
{"formula": "C4H12", "method": "the ωB97M-V functional and the def2-TZVPD basis", "homo_lumo_gap_ev": 12.73, "homo_ev": -11.59, "smiles": "CC.CC", "largest_force_ev_per_a": 1.1, "spin_multiplicity": 1, "species": ["H", "C", "H", "H", "H", "H", "C", "H", "H", "C", "H", "H", "H", "H", "H", "C"], "coordinates": [[0.57118, -0.83261, -1.10480], [-1.08264, -1.91572, -1.99883], [0.87294, -2.50676, -1.32478], [-1.80094, -1.10134, -1.89458], [-1.59557, -2.85525, -1.82835], [-0.91154, 2.04896, 0.93031], [0.08910, -1.80507, -1.01575], [-0.46551, 0.88009, 2.18893], [-0.19170, -1.97706, 0.01534], [1.11055, 2.26168, 1.73522], [1.79941, 1.64303, 2.30032], [1.57230, 2.76265, 0.88316], [-0.71715, -1.85737, -3.02970], [0.12191, 0.80269, 0.43440], [0.73412, 3.04072, 2.39745], [-0.10646, 1.41136, 1.31167]], "atomic_forces_ev_per_a": [[-0.11, 0.17, 0.18], [0.31, 0.30, 0.17], [-0.19, -0.14, 0.34], [-0.03, -0.05, 0.20], [-0.20, -0.16, -0.25], [-0.01, 0.10, 0.35], [0.36, 0.11, -0.96], [-0.15, -0.44, -0.31], [-0.04, -0.05, 0.16], [-1.07, -0.01, -0.09], [0.38, 0.09, -0.15], [0.21, -0.21, 0.11], [-0.09, -0.22, 0.14], [0.10, -0.54, 0.53], [0.23, 0.10, 0.15], [0.29, 0.94, -0.56]]}

---

Record 2
{"formula": "C31H48Cl12NO4", "method": "the ωB97M-V functional and the def2-TZVPD basis", "homo_lumo_gap_ev": [8.66, 8.44], "homo_ev": [-8.29, -8.29], "largest_force_ev_per_a": 5.1, "spin_multiplicity": 2, "species": ["C", "C", "H", "H", "C", "C", "H", "H", "C", "H", "Cl", "H", "H", "Cl", "C", "H", "C", "H", "H", "C", "H", "Cl", "Cl", "C", "H", "C", "H", "C", "H", "C", "C", "C", "N", "H", "Cl", "H", "C", "H", "C", "C", "H", "H", "H", "H", "O", "Cl", "H", "H", "H", "C", "Cl", "C", "H", "H", "Cl", "H", "H", "H", "O", "H", "H", "C", "H", "C", "H", "H", "C", "H", "Cl", "H", "H", "O", "H", "C", "C", "C", "O", "H", "H", "C", "H", "Cl", "H", "H", "H", "C", "C", "H", "C", "H", "C", "Cl", "Cl", "H", "H", "C"], "coordinates": [[0.53982, -3.28863, -2.86341], [-0.19728, -0.86414, -3.79509], [-0.06044, 0.96929, -1.20289], [-2.64828, -0.80098, 1.99471], [-2.41752, 1.06350, -4.88052], [-2.57054, 0.27462, -3.56386], [0.63751, 1.38921, 0.47869], [0.36635, -1.91766, -0.28602], [-2.16163, -0.68926, -0.64237], [-1.00376, 3.01871, 0.92324], [3.37600, -2.17407, 4.81173], [3.49470, -3.94857, 6.35649], [1.14683, 0.83637, 2.50452], [-1.23456, -8.01544, -4.43112], [-1.44356, -6.68744, -3.28071], [1.09688, -0.68382, 0.88263], [-1.28615, -3.34269, 1.51730], [0.91726, -0.20476, -5.75471], [-2.38231, 2.19940, 0.00344], [-0.03578, -0.05624, -5.13484], [-3.35658, 2.55101, -6.32563], [-2.09808, 2.61358, 6.99995], [2.37185, -4.87777, 4.50949], [2.15341, 2.57577, -2.72999], [-0.58068, 5.58820, -0.38302], [0.27085, 0.92950, 3.22741], [3.07177, 2.24388, -3.33804], [-0.95591, 3.46854, -1.25964], [4.35989, 2.22892, 0.91209], [-3.63380, 1.98943, -5.35668], [-1.10165, 0.90512, -5.70717], [-1.79059, -0.04351, 1.83556], [-0.22386, -1.64024, 3.19400], [2.56378, -0.24072, -3.01595], [1.29539, -3.15266, 6.58960], [1.13856, 3.49487, 0.73188], [2.59567, 2.86504, -1.21750], [1.77398, -0.93301, -1.41041], [0.13885, -1.28647, 0.63531], [-1.26495, 2.45113, -0.05334], [-1.15156, 4.76426, 6.95843], [-4.50086, 1.27205, -5.61515], [1.46939, 1.64412, -2.68157], [-0.57469, 2.87762, -2.16718], [3.03125, 1.94723, -0.46317], [-0.00632, -6.51705, -2.26305], [-0.58159, -3.38397, -3.14900], [1.56275, 3.41877, -3.21473], [0.66740, -3.39604, -1.73614], [-1.04560, -0.20622, 0.41183], [4.71973, 3.75887, 2.66238], [1.00746, -1.83474, -3.41317], [-2.33099, -2.91155, 1.66086], [1.08572, -4.12234, -3.43288], [4.43528, 0.86819, 2.82852], [0.63485, 0.97813, 4.32023], [0.38108, 5.13898, -1.87539], [1.46223, 5.29649, 0.67693], [2.50467, 4.22429, -0.78017], [-3.54646, 0.40837, -2.97307], [-2.79683, 0.22228, -0.89324], [-1.77160, -0.10457, 4.41343], [-2.29054, -6.92087, -2.63862], [2.73776, -3.58772, 5.66307], [-2.76025, -0.67378, 4.28793], [-1.97444, 3.91075, -1.58978], [2.13700, -1.14362, -2.46813], [-1.17187, -4.31128, 2.13491], [6.66139, 2.02869, 1.35733], [2.18119, -2.53645, 1.82032], [1.23003, -3.90045, 1.01667], [-0.93233, -2.45473, 3.94899], [-2.26635, 0.98963, 1.99725], [-1.33684, 3.99954, 6.20674], [1.25421, -3.20926, 1.93373], [4.96382, 2.22215, 1.81884], [-1.65707, -1.44485, -1.76235], [-4.02745, 2.68061, -4.53767], [-1.23048, -0.34238, 5.38925], [-1.51756, -0.69081, -2.95200], [1.27857, -3.84319, 2.88125], [0.21347, 3.53472, 5.49168], [-0.98909, 1.46240, -6.69296], [-2.85803, -1.40501, -0.05705], [2.99509, -1.91923, -2.42070], [-0.09463, -2.29735, 1.85351], [-0.02525, 4.71878, -0.87519], [-0.32181, 1.91067, 3.07265], [1.26549, 4.37033, 0.01262], [-2.07101, 1.01272, 4.47763], [-0.80247, -0.26087, 3.11158], [-2.41094, 4.67827, 4.97467], [-1.79232, -5.17538, -4.13334], [-1.14947, -3.64491, 0.42234], [1.56473, -2.05944, -4.40315], [-0.31932, 1.15114, -0.09182]], "atomic_forces_ev_per_a": [[-0.86, 0.80, -0.87], [-1.86, 1.85, -1.21], [-0.15, 0.16, 1.69], [1.37, 1.07, -0.58], [2.47, -1.69, 1.06], [1.76, -0.44, -0.64], [-1.28, -0.62, -0.80], [-0.52, 0.95, 1.24], [-0.70, -0.13, 2.24], [-0.71, -0.90, -1.37], [0.04, -0.06, 0.11], [-0.14, 0.08, -0.18], [-1.16, 0.18, 1.04], [-0.05, 0.08, 0.11], [0.00, 0.04, -0.04], [-1.44, -1.00, -0.46], [0.43, -0.15, -0.04], [-1.52, 0.13, 1.18], [1.65, 0.25, -0.24], [-2.76, 0.41, 1.34], [-0.42, -0.75, 1.74], [0.07, 0.17, 0.00], [0.38, -0.39, 0.68], [-0.16, -0.84, 0.74], [0.51, -1.50, -0.52], [-0.59, -0.17, 0.53], [-1.34, 0.77, 0.93], [-1.27, 0.25, 0.09], [0.12, -0.01, 0.31], [0.20, -1.26, -0.32], [-1.12, -2.02, 3.87], [0.36, -0.15, 0.71], [-2.82, -0.85, -1.24], [-0.67, -1.02, 1.03], [0.17, -0.07, -0.06], [0.15, 0.99, -1.13], [1.12, -1.77, 0.93], [0.53, 0.00, -1.58], [0.08, 0.36, 0.82], [0.78, 0.54, 0.57], [-0.05, -0.15, -0.17], [1.26, 1.18, 0.31], [1.10, 1.51, -0.07], [-0.36, 0.95, 1.34], [-1.89, 3.71, -2.99], [-0.17, -0.12, 0.00], [2.19, 0.10, 0.92], [1.12, -0.98, 0.74], [-0.14, 0.08, -1.54], [0.57, -0.22, 0.46], [-0.03, -0.07, -0.04], [0.49, -0.13, -0.15], [1.42, -0.60, -0.12], [-0.64, 1.30, 1.06], [-0.04, 0.05, -0.07], [-0.28, -0.25, -1.80], [-0.59, -0.48, 1.64], [-0.13, -1.56, -1.09], [-1.13, -2.72, -0.21], [1.58, -0.18, -1.07], [0.89, -1.23, -0.20], [-0.12, 1.28, -0.48], [0.18, 0.06, -0.14], [-0.14, 0.11, 0.02], [1.70, 0.55, 0.34], [1.64, -0.65, 0.39], [0.09, -1.16, -0.91], [-0.25, 1.75, -0.83], [-0.08, 0.01, 0.03], [-1.31, -1.05, 0.45], [0.14, 0.85, 1.29], [1.44, 0.96, 0.02], [0.78, -1.42, -0.42], [0.04, -0.05, 0.03], [-0.61, 0.38, -0.92], [0.08, 0.03, -0.06], [-0.21, 2.37, -1.48], [0.83, -0.83, -1.16], [-0.82, 0.05, -1.45], [1.57, 1.81, -4.14], [-0.22, 1.33, -1.71], [-0.13, 0.18, 0.16], [-0.01, -0.92, 1.56], [1.14, 1.01, -1.13], [-1.30, 1.24, 0.14], [1.88, -1.94, -1.62], [0.90, -0.46, -0.95], [1.12, -1.52, -0.02], [-0.43, 1.69, 1.05], [0.54, -1.66, -0.18], [-1.55, 1.95, 1.47], [0.07, -0.02, 0.08], [-0.35, -0.54, -0.12], [-0.27, 0.51, 1.37], [-1.01, 0.55, 1.46], [-1.14, 0.09, -0.74]]}

---

Record 3
{"formula": "H31O16", "method": "the ωB97M-V functional and the def2-TZVPD basis", "charge": -1, "homo_lumo_gap_ev": 8.82, "homo_ev": -6.44, "largest_force_ev_per_a": 1.7, "spin_multiplicity": 1, "species": ["O", "H", "H", "O", "H", "H", "H", "H", "O", "O", "H", "H", "H", "H", "H", "H", "O", "H", "H", "H", "O", "O", "O", "H", "O", "O", "H", "H", "O", "H", "O", "H", "H", "H", "H", "O", "O", "O", "H", "H", "O", "H", "H", "H", "H", "H", "H"], "coordinates": [[-1.08989, 1.24515, -0.41435], [-2.46813, -3.50439, 1.85453], [-1.53686, -1.66433, 4.89729], [-4.88634, 0.26080, 1.31086], [2.22434, 1.43202, 0.20638], [-0.72385, -0.06093, 1.99089], [4.42142, 1.73837, 0.32931], [-2.22909, -1.24033, 3.69071], [2.84769, 1.80598, -3.48759], [-2.43454, -1.66943, 4.54874], [1.46479, 1.08639, 1.41240], [0.29292, -1.20840, -0.36251], [1.75963, -3.56341, 1.49467], [2.54292, -1.13545, -1.75898], [0.88639, 0.49309, -4.30802], [3.82609, -0.72820, 0.77988], [0.69894, -2.07703, -0.40823], [3.42434, 2.45469, -3.05223], [0.80772, -4.60530, 1.29536], [-1.72870, -0.95654, 1.26742], [4.50429, 2.31082, -0.46209], [-3.20112, -3.45252, 2.45405], [0.66366, -0.40586, -4.48702], [-4.89822, 1.22439, 1.27636], [1.47780, -4.37328, 1.95146], [-4.68163, 0.82967, -2.20371], [-4.83554, 0.05707, 0.36729], [4.75975, 3.21648, -0.28904], [-3.19872, 2.98871, -0.10468], [2.38726, 1.97156, -1.02172], [1.62094, 1.88278, -0.43533], [-4.17018, 1.61103, -2.05833], [3.15559, 1.10554, -2.85907], [-2.86784, 3.62513, 0.52883], [-5.55599, 1.18388, -2.39005], [3.14609, -0.40171, -1.82595], [1.17055, 0.27785, 1.83243], [-1.42393, -0.72215, 2.13639], [1.46527, -0.81079, -4.82568], [-2.66098, 2.19372, 0.02725], [3.61990, 0.19131, 0.59445], [3.36113, -0.04748, -0.87735], [0.90279, -2.31540, -1.31058], [-1.50346, 1.33307, -1.28047], [-3.06858, -2.72435, 3.07720], [1.88565, -0.29524, 1.49238], [-0.15426, 1.44303, -0.59355]], "atomic_forces_ev_per_a": [[-0.28, -0.36, -0.36], [0.62, 0.29, -0.11], [-0.05, -0.34, 0.38], [-0.08, 0.27, -0.46], [-0.50, -0.30, -0.20], [0.21, -0.33, 0.04], [0.06, -0.23, -0.02], [-0.26, 0.25, 0.03], [1.13, 0.07, 1.28], [0.40, 0.49, -0.35], [-0.50, 0.32, 0.57], [0.07, 0.29, -0.33], [0.32, 0.11, 0.56], [-0.22, 0.01, 0.30], [0.56, 1.06, 0.33], [0.26, 0.09, 0.18], [0.18, -0.70, 0.75], [-0.30, 0.75, -0.72], [-0.25, -0.51, 0.37], [-0.33, -0.02, -0.52], [0.04, 0.34, -0.94], [-1.04, -0.35, 0.11], [-0.58, -1.17, -0.28], [0.10, 0.06, 0.25], [-0.13, 0.50, -0.98], [-0.59, -0.66, -0.13], [0.02, -0.27, 0.05], [0.01, -0.08, 0.54], [-0.66, -0.16, -0.22], [-0.51, 0.59, -0.97], [1.17, -0.08, 0.52], [0.70, 0.88, 0.31], [-0.95, -1.01, -0.71], [0.16, 0.07, 0.09], [-0.11, -0.15, -0.01], [0.72, 0.63, -0.49], [-0.15, -0.35, 0.12], [0.11, 0.24, 0.50], [0.14, 0.15, 0.07], [0.34, 0.20, 0.25], [-0.27, 0.10, 0.13], [-0.14, -0.74, 0.06], [-0.30, 0.34, -0.36], [0.10, -0.15, -0.07], [0.35, -0.35, -0.05], [-0.03, 0.08, 0.19], [0.46, 0.15, 0.28]]}

---

Record 4
{"formula": "C9H13N7O2Se5V", "method": "the ωB97M-V functional and the def2-TZVPD basis", "charge": 1, "homo_lumo_gap_ev": [6.41, 6.38], "homo_ev": [-10.47, -10.46], "largest_force_ev_per_a": 0.4, "spin_multiplicity": 1, "species": ["N", "O", "H", "H", "H", "C", "O", "V", "Se", "H", "C", "C", "Se", "H", "C", "Se", "C", "C", "C", "N", "N", "H", "H", "Se", "H", "N", "H", "H", "H", "Se", "N", "C", "H", "N", "H", "C", "N"], "coordinates": [[-1.20649, -1.40704, -0.98639], [0.40601, -0.28643, 1.30037], [1.85952, -2.70557, -3.83195], [-0.01345, -5.84644, -1.58269], [-1.80297, -1.32132, -0.17175], [-1.18231, 1.99037, 3.36551], [-1.78966, -0.21122, 1.71971], [0.31616, 1.65754, 0.64827], [2.49448, 1.20189, 0.00226], [2.11580, -0.13729, -3.14152], [0.99313, -4.36554, -2.76644], [-0.68398, -0.33861, -1.59493], [0.14722, 4.01774, 0.55674], [0.81460, -0.08279, -4.36221], [-0.58000, -2.55646, -1.44413], [1.62104, 4.40611, -1.23622], [0.33928, -2.13523, -2.39841], [-0.73619, -3.89822, -1.12108], [1.06770, 0.09635, -3.31869], [0.24566, -0.74600, -2.46265], [0.59927, 3.43953, 3.96849], [0.95727, 3.51609, 4.91096], [-1.41953, 3.65085, 4.49404], [-1.19852, 1.44818, -1.24012], [0.88807, 1.13719, -3.06488], [-0.74631, 3.08694, 3.99388], [-2.97968, 1.94261, 4.31656], [-2.74713, 0.78188, 3.01972], [0.73873, 4.29295, 3.44195], [3.47296, 3.30150, -0.40199], [-0.30071, 1.38515, 2.54409], [0.06920, -4.79049, -1.79970], [1.59992, -5.10332, -3.27275], [-0.64312, 0.27910, 1.80129], [-1.44894, -4.22632, -0.37746], [1.14735, -3.03151, -3.08688], [-2.41439, 1.55784, 3.57900]], "atomic_forces_ev_per_a": [[-0.02, -0.02, 0.03], [-0.04, 0.03, -0.04], [0.00, 0.00, 0.00], [0.00, 0.00, 0.00], [-0.01, 0.02, -0.03], [-0.01, 0.04, 0.02], [0.05, 0.01, -0.08], [0.02, 0.18, -0.12], [0.06, -0.01, -0.06], [0.00, 0.00, 0.00], [0.01, 0.01, -0.01], [0.01, -0.02, 0.04], [0.06, -0.06, -0.06], [0.00, 0.00, 0.00], [0.02, -0.04, -0.01], [-0.07, 0.02, 0.02], [0.00, 0.00, 0.01], [0.01, 0.01, 0.00], [-0.01, 0.00, -0.01], [-0.03, 0.02, -0.03], [0.00, -0.02, -0.02], [0.00, 0.01, 0.00], [0.01, 0.00, 0.01], [0.09, 0.04, 0.02], [0.00, 0.00, -0.01], [-0.05, 0.00, 0.02], [0.01, 0.01, 0.00], [0.01, 0.01, -0.01], [0.01, 0.00, 0.00], [0.02, 0.00, 0.01], [0.00, -0.01, -0.03], [-0.01, -0.01, 0.01], [0.00, 0.00, 0.00], [-0.11, -0.21, 0.29], [0.00, 0.00, 0.00], [-0.01, 0.00, 0.01], [-0.02, -0.01, 0.03]]}

---

Record 5
{"formula": "C3H8O", "method": "the ωB97M-V functional and the def2-TZVPD basis", "charge": -1, "homo_lumo_gap_ev": [3.20, 6.50], "homo_ev": [0.71, -2.77], "largest_force_ev_per_a": 0.4, "spin_multiplicity": 2, "species": ["H", "O", "H", "H", "H", "H", "H", "C", "H", "C", "H", "C"], "coordinates": [[-0.86397, -0.95246, -0.11804], [0.04177, 2.50909, -3.36969], [-1.70149, -0.06256, 1.09133], [1.83153, 2.52498, -2.30592], [0.99419, -0.58564, 1.28548], [0.00174, -0.40265, 2.72274], [0.37896, -2.01305, 2.14811], [0.98800, 1.94136, -2.72103], [1.06399, 0.84326, -2.64059], [0.13904, -1.00357, 1.81898], [-1.75463, -1.82885, 1.14914], [-1.11912, -0.96991, 0.93949]], "atomic_forces_ev_per_a": [[0.04, -0.22, -0.05], [-0.15, 0.07, -0.09], [-0.01, 0.02, 0.14], [-0.05, -0.14, 0.01], [-0.01, -0.05, 0.06], [0.01, -0.07, -0.03], [0.11, -0.10, -0.11], [0.12, 0.00, 0.12], [0.07, 0.04, -0.03], [-0.16, 0.37, 0.03], [-0.15, -0.01, -0.07], [0.17, 0.10, 0.02]]}

---

Record 6
{"formula": "C3H5N", "method": "the ωB97M-V functional and the def2-TZVPD basis", "homo_lumo_gap_ev": 10.75, "homo_ev": -9.73, "smiles": "CC1=NC1", "largest_force_ev_per_a": 4.5, "spin_multiplicity": 1, "species": ["C", "H", "H", "H", "C", "H", "C", "H", "N"], "coordinates": [[-1.61698, -0.43917, 0.45424], [-1.86046, -1.45999, 0.04021], [-1.94172, -0.24693, 1.39623], [1.41139, 0.61051, 1.06919], [-0.49852, 0.33340, -0.09601], [1.43485, 0.09886, -0.73887], [0.89193, 0.68682, 0.05466], [0.92311, 1.63417, -0.24173], [-1.62413, 0.76740, -0.46407]], "atomic_forces_ev_per_a": [[1.08, -1.75, -3.22], [0.14, 1.26, 0.33], [-0.97, 0.40, 2.75], [-1.19, -0.40, -1.36], [-2.42, -0.58, 1.90], [-0.05, 0.41, 1.02], [1.72, -3.46, 0.21], [0.67, 4.26, -1.22], [1.00, -0.14, -0.42]]}